(1)
ORCA calculation (wB97M-V/def2-TZVPD) on a cluster of 8 separate species, C24H70N6O8 in total at a distorted geometry.

ORCA input file:
```
! RIJCOSX wB97M-V def2-TZVPD def2/J DEFGRID3
* xyz 0 1
O 2.09 -2.35 -1.93
H 2.45 -2.83 -2.69
H 2.82 -2.07 -1.33
O 0.30 -0.46 0.20
H 0.08 -0.99 -0.57
H -0.17 -1.03 0.84
C -2.74 -0.81 -2.65
C -2.23 -2.33 -2.75
C -1.91 -2.72 -4.12
O -1.42 -4.04 -4.14
C -1.47 -4.78 -5.41
N -1.05 -2.42 -1.87
H -3.34 -0.58 -1.71
H -3.40 -0.62 -3.55
H -2.04 -0.02 -2.64
H -3.00 -2.97 -2.34
H -1.20 -2.01 -4.55
H -2.83 -2.63 -4.72
H -2.54 -4.86 -5.79
H -1.01 -5.77 -5.23
H -0.91 -4.18 -6.18
H -0.85 -3.40 -1.82
H -0.18 -2.08 -2.32
C -1.56 -3.51 2.31
C -2.54 -2.30 2.39
C -2.56 -1.81 3.84
O -3.52 -0.79 3.87
C -3.68 -0.09 5.07
N -1.98 -1.31 1.47
H -1.28 -3.70 1.29
H -1.99 -4.47 2.70
H -0.64 -3.18 2.76
H -3.59 -2.51 2.19
H -1.60 -1.40 4.15
H -2.80 -2.66 4.46
H -3.72 -0.78 5.96
H -4.65 0.39 5.02
H -2.85 0.69 5.16
H -2.40 -1.47 0.57
H -2.31 -0.37 1.68
C 5.78 -3.34 -1.77
C 6.05 -1.86 -1.65
C 5.55 -1.30 -0.36
O 4.15 -1.33 -0.26
C 3.71 -1.03 1.06
N 7.49 -1.61 -1.70
H 4.69 -3.49 -1.52
H 6.42 -3.98 -1.13
H 5.77 -3.70 -2.78
H 5.60 -1.24 -2.46
H 5.87 -0.23 -0.28
H 6.00 -1.79 0.52
H 3.92 0.05 1.22
H 4.31 -1.57 1.80
H 2.61 -1.26 1.04
H 7.88 -2.35 -2.20
H 7.73 -0.81 -2.24
C -3.84 2.90 1.90
C -3.63 2.88 0.40
C -2.56 3.94 -0.10
O -1.35 3.75 0.66
C -0.42 4.76 0.28
N -3.27 1.55 0.01
H -4.82 2.40 2.10
H -4.04 3.91 2.33
H -3.07 2.44 2.53
H -4.58 3.18 -0.10
H -3.01 4.89 -0.04
H -2.31 3.76 -1.14
H 0.50 4.73 0.85
H -0.84 5.76 0.48
H -0.22 4.70 -0.78
H -3.31 1.41 -1.00
H -2.33 1.27 0.33
C 2.22 1.64 -1.78
C 0.96 1.73 -2.71
C 0.87 0.45 -3.54
O 1.68 0.63 -4.67
C 1.46 -0.37 -5.69
N -0.28 1.84 -1.91
H 2.03 0.88 -1.04
H 2.51 2.63 -1.46
H 3.03 1.25 -2.38
H 1.06 2.64 -3.41
H -0.16 0.45 -3.86
H 1.08 -0.47 -2.94
H 0.48 -0.84 -5.70
H 2.17 -1.17 -5.45
H 1.62 0.02 -6.72
H -0.01 1.63 -0.94
H -0.46 2.83 -2.06
C 1.05 0.92 4.29
C 0.00 1.71 3.61
C -0.25 3.14 4.19
O -0.80 2.93 5.47
C -1.32 4.14 6.02
N 0.30 1.85 2.22
H 0.79 0.69 5.29
H 2.05 1.39 4.32
H 1.27 0.01 3.78
H -1.01 1.23 3.72
H -0.92 3.65 3.55
H 0.65 3.75 4.23
H -0.70 5.01 5.83
H -1.32 3.90 7.06
H -2.28 4.39 5.52
H -0.41 2.35 1.73
H 0.48 0.97 1.77
*
```

Results
DFT total energy: -1886.70428 Eh
Structure (SMILES): COC[C@H](C)N.COC[C@H](C)N.COC[C@H](C)N.COC[C@H](C)N.COC[C@H](C)N.COC[C@H](C)N.O.O
M: 570.858 Da
HOMO level: -8.30 eV
Energy above the lowest of the compared OMol25 structures with the same formula, charge and spin: 41.56 kcal/mol

***

(2)
ORCA calculation (wB97M-V/def2-TZVPD) on a structure of composition C24H71N13O9 at a distorted geometry.

ORCA input file:
```
! RIJCOSX wB97M-V def2-TZVPD def2/J DEFGRID3
* xyz 0 1
C -0.53 2.32 -3.78
O -0.19 1.76 -4.77
N -1.75 2.60 -3.57
N 0.17 2.67 -2.76
H -2.05 2.87 -2.64
H -2.44 2.58 -4.30
H -0.11 3.42 -2.15
H 1.13 2.35 -2.85
C 3.93 -2.90 1.32
O 3.22 -2.92 2.34
N 3.53 -3.24 0.17
N 5.21 -2.60 1.34
H 2.59 -3.57 0.00
H 4.20 -3.15 -0.57
H 5.60 -2.25 2.21
H 5.70 -2.65 0.46
C -4.38 -0.03 -3.62
O -5.35 0.69 -3.98
N -3.19 0.44 -3.50
N -4.46 -1.28 -3.41
H -2.65 -0.15 -2.89
H -3.00 1.42 -3.64
H -3.62 -1.70 -3.04
H -5.33 -1.78 -3.45
C -0.70 0.38 2.55
O 0.15 -0.23 3.14
N -0.78 1.66 2.59
N -1.67 -0.03 1.92
H -0.29 2.27 3.23
H -1.69 1.95 2.26
H -1.95 -0.97 2.18
H -2.40 0.62 1.65
C 2.27 -0.21 2.93
C 2.24 -0.53 4.46
C 2.21 -2.07 4.68
O 1.99 -2.41 6.09
C 2.37 -3.77 6.25
N 3.35 -0.08 5.26
H 3.07 -0.64 2.33
H 2.28 0.86 2.70
H 1.35 -0.53 2.45
H 1.29 -0.17 4.84
H 3.14 -2.53 4.35
H 1.42 -2.47 4.04
H 3.40 -3.99 5.97
H 1.81 -4.43 5.59
H 2.29 -4.13 7.28
H 3.14 -0.35 6.21
H 4.23 -0.49 4.96
C -1.20 1.06 -1.39
C -0.87 -0.37 -1.05
C 0.44 -0.58 -0.24
O 0.55 -1.96 0.02
C 1.47 -2.31 1.01
N -1.95 -0.75 -0.26
H -1.09 1.73 -0.53
H -2.04 1.37 -2.00
H -0.41 1.37 -2.08
H -0.82 -1.02 -1.92
H 0.44 -0.07 0.73
H 1.39 -0.17 -0.58
H 2.43 -1.86 0.75
H 1.70 -3.37 0.95
H 1.01 -2.09 1.97
H -2.08 -0.12 0.52
H -1.50 -1.54 0.19
C -2.99 4.67 -3.09
C -3.79 3.78 -2.00
C -2.99 3.70 -0.62
O -1.70 3.13 -0.78
C -0.97 3.16 0.46
N -5.20 4.22 -1.80
H -3.09 5.72 -2.81
H -3.54 4.58 -4.03
H -1.95 4.36 -3.21
H -3.87 2.72 -2.25
H -3.60 3.11 0.07
H -2.87 4.72 -0.25
H -0.87 4.22 0.68
H 0.02 2.70 0.45
H -1.51 2.64 1.25
H -5.69 4.41 -2.66
H -5.68 3.47 -1.33
C -1.43 -1.29 -3.94
C -2.09 -2.05 -2.84
C -1.18 -2.94 -1.99
O -1.54 -4.28 -2.23
C -0.72 -5.11 -1.42
N -2.98 -1.28 -2.08
H -0.55 -0.70 -3.67
H -2.17 -0.61 -4.37
H -1.06 -1.98 -4.69
H -2.77 -2.79 -3.27
H -1.34 -2.73 -0.94
H -0.13 -2.76 -2.22
H -0.71 -4.57 -0.48
H 0.24 -5.20 -1.92
H -1.35 -5.99 -1.30
H -3.49 -1.92 -1.49
H -2.55 -0.64 -1.42
C 2.24 2.06 -0.58
C 2.24 1.53 0.91
C 3.75 1.52 1.57
O 4.67 0.80 0.73
C 4.43 -0.62 0.72
N 1.28 2.32 1.70
H 2.61 3.08 -0.71
H 1.19 2.04 -0.87
H 2.75 1.48 -1.36
H 2.00 0.47 0.78
H 3.70 1.08 2.57
H 4.03 2.57 1.60
H 5.21 -1.08 0.13
H 3.54 -0.69 0.09
H 4.33 -1.01 1.73
H 0.43 1.79 1.64
H 1.48 2.27 2.69
*
```

Results
DFT total energy: -2344.86672 Eh
M: 685.914 Da
HOMO level: -6.78 eV
Energy above the lowest of the compared OMol25 structures with the same formula, charge and spin: 775.56 kcal/mol

***

(3)
ORCA calculation (wB97M-V/def2-TZVPD) on a cluster of 10 separate species, C24H71N5O12 in total at a distorted geometry.

ORCA input file:
```
! RIJCOSX wB97M-V def2-TZVPD def2/J DEFGRID3
* xyz 0 1
O 28.66 27.53 8.28
H 28.30 27.50 7.30
H 28.35 28.51 8.70
H 29.58 27.60 8.49
C 27.74 30.48 8.70
O 26.95 29.66 9.23
O 27.29 31.74 8.62
O 28.91 30.25 8.30
H 26.35 31.71 8.78
C 28.74 30.52 12.57
C 30.13 30.06 12.12
C 30.82 29.25 13.32
O 31.05 30.17 14.42
C 31.61 29.53 15.51
N 30.19 29.11 10.97
H 28.33 31.05 11.71
H 28.83 31.30 13.37
H 28.06 29.76 12.90
H 30.78 30.88 12.04
H 31.74 28.97 12.82
H 30.08 28.45 13.53
H 32.49 28.92 15.41
H 30.87 29.02 15.96
H 31.82 30.18 16.40
H 31.16 29.12 10.55
H 29.65 29.55 10.36
C 28.97 23.95 10.98
C 28.97 25.48 10.87
C 27.59 26.18 11.06
O 26.86 25.56 10.03
C 25.46 26.13 9.87
N 29.91 26.09 11.87
H 29.94 23.61 11.01
H 28.51 23.66 10.13
H 28.18 23.58 11.71
H 29.47 25.61 10.00
H 27.71 27.18 10.78
H 27.29 26.09 11.94
H 24.89 25.59 9.39
H 25.47 27.19 9.52
H 25.07 26.44 10.73
H 30.17 27.08 11.58
H 30.83 25.76 11.95
C 25.31 34.09 11.44
C 24.95 34.52 10.02
C 23.86 33.79 9.34
O 24.18 32.38 9.38
C 23.12 31.58 8.88
N 24.69 35.92 10.00
H 24.49 34.12 12.09
H 26.04 34.47 11.87
H 25.51 33.10 11.37
H 25.82 34.25 9.34
H 23.66 34.09 8.40
H 22.98 33.65 9.82
H 22.42 31.13 9.68
H 23.70 30.67 8.42
H 22.62 32.14 8.09
H 24.70 36.22 8.98
H 25.59 36.48 10.44
C 32.34 27.46 6.11
C 32.48 27.46 7.55
C 32.68 28.85 8.16
O 32.95 28.90 9.56
C 33.51 30.13 9.89
N 31.38 26.90 8.31
H 31.97 26.42 5.66
H 33.44 27.94 5.83
H 31.62 28.06 5.90
H 33.36 26.71 7.93
H 31.78 29.44 8.22
H 33.55 29.29 7.76
H 32.83 30.83 9.83
H 34.14 30.13 9.12
H 33.78 30.07 11.06
H 31.62 27.05 9.24
H 31.26 25.77 7.96
C 27.71 29.53 3.47
C 27.92 30.34 4.76
C 26.56 30.63 5.40
O 25.58 31.17 4.57
C 24.41 31.56 5.25
N 28.79 29.62 5.56
H 26.97 29.92 2.80
H 27.47 28.57 3.67
H 28.53 29.23 2.83
H 28.52 31.24 4.42
H 26.84 31.22 6.21
H 26.47 29.64 6.18
H 23.74 30.73 5.54
H 23.79 32.41 4.65
H 24.53 32.00 6.23
H 29.78 29.64 5.20
H 28.84 30.00 6.47
C 30.93 33.09 7.96
O 30.79 32.03 8.78
H 31.35 32.70 6.83
H 31.90 33.43 8.65
H 30.09 33.63 8.13
H 29.99 31.74 8.77
C 27.24 34.38 6.36
O 28.18 33.54 5.85
H 27.30 35.38 5.72
H 27.68 34.69 7.35
H 26.35 33.81 6.67
H 27.88 32.61 6.04
C 24.31 29.82 11.49
O 25.56 29.27 11.50
H 24.00 29.58 10.58
H 24.35 30.84 11.56
H 23.79 29.50 12.46
H 26.06 29.51 10.78
*
```

Results
DFT total energy: -2133.00155 Eh
M: 621.855 Da
HOMO level: -8.56 eV

***

(4)
ORCA calculation (wB97M-V/def2-TZVPD) on a structure of composition C24H72As2F12N7O9 at a distorted geometry.

ORCA input file:
```
! RIJCOSX wB97M-V def2-TZVPD def2/J DEFGRID3
* xyz 4 2
C -4.69 1.93 7.66
C -5.77 2.77 7.16
C -5.72 3.15 5.66
O -6.74 4.19 5.50
C -6.23 5.40 5.13
N -7.04 2.12 7.50
H -7.14 1.15 7.26
H -7.16 2.34 8.48
H -7.87 2.60 7.18
H -4.44 1.06 7.06
H -4.66 1.77 8.74
H -3.77 2.51 7.62
H -5.76 3.59 7.88
H -6.17 2.40 5.01
H -4.74 3.38 5.27
H -7.16 5.86 4.79
H -5.60 5.40 4.24
H -5.62 5.91 5.87
C -15.27 9.46 0.17
C -14.40 8.65 1.20
C -14.69 7.09 1.23
O -14.59 6.44 -0.04
C -13.28 6.26 -0.39
N -12.95 9.11 1.23
H -12.85 9.98 1.74
H -12.45 8.43 1.79
H -12.50 9.31 0.36
H -14.66 9.40 -0.73
H -15.44 10.47 0.52
H -16.27 9.08 -0.06
H -14.78 9.09 2.12
H -15.63 6.86 1.74
H -14.05 6.41 1.79
H -12.57 7.09 -0.41
H -13.18 5.96 -1.43
H -12.73 5.50 0.18
C -10.65 1.78 0.20
C -9.56 2.07 1.28
C -8.04 1.94 0.80
O -7.08 2.46 1.73
C -5.90 3.02 1.09
N -9.73 3.46 1.86
H -9.21 3.61 2.72
H -9.40 4.15 1.20
H -10.71 3.50 2.11
H -10.52 0.76 -0.19
H -10.62 2.41 -0.69
H -11.67 1.78 0.57
H -9.75 1.45 2.15
H -7.84 2.33 -0.20
H -7.69 0.91 0.68
H -5.41 3.63 1.85
H -6.03 3.72 0.27
H -5.23 2.25 0.71
C -7.30 13.53 1.06
C -8.50 12.54 0.99
C -8.41 11.46 2.09
O -8.90 12.04 3.30
C -8.72 11.33 4.48
N -9.78 13.27 1.01
H -10.46 12.75 0.46
H -10.30 13.25 1.87
H -9.84 14.16 0.54
H -7.21 14.14 0.16
H -6.35 13.07 1.31
H -7.44 14.39 1.72
H -8.41 12.04 0.02
H -7.45 10.99 2.27
H -9.03 10.63 1.75
H -9.04 10.29 4.43
H -9.37 11.82 5.20
H -7.65 11.41 4.71
C -9.33 6.23 -2.14
C -8.06 7.17 -2.05
C -6.79 6.34 -1.88
O -6.65 5.47 -3.05
C -5.79 4.35 -2.76
N -7.97 7.95 -3.37
H -7.05 8.32 -3.55
H -8.22 7.44 -4.20
H -8.50 8.81 -3.42
H -9.41 5.90 -1.10
H -9.17 5.23 -2.53
H -10.23 6.69 -2.55
H -8.11 7.88 -1.23
H -6.88 5.91 -0.88
H -5.90 6.97 -1.87
H -6.34 3.74 -2.04
H -4.89 4.74 -2.27
H -5.63 3.56 -3.49
C -10.54 7.54 6.68
C -10.07 8.83 7.26
C -11.06 9.98 6.99
O -10.64 11.11 7.62
C -11.56 12.24 7.50
N -9.85 8.58 8.76
H -9.59 9.41 9.26
H -10.69 8.19 9.16
H -9.23 7.81 8.98
H -9.88 6.76 7.08
H -10.33 7.45 5.62
H -11.57 7.21 6.83
H -9.04 9.03 6.96
H -12.07 9.71 7.32
H -11.04 10.14 5.91
H -11.31 13.05 8.18
H -12.59 11.88 7.57
H -11.34 12.74 6.56
N -10.80 10.41 -1.37
O -9.75 10.64 -1.96
O -11.21 11.32 -0.69
O -11.41 9.34 -1.55
As -12.45 3.65 4.68
F -13.89 3.26 3.62
F -11.77 4.66 3.38
F -10.97 3.94 5.66
F -13.18 2.58 5.94
F -11.64 2.26 4.06
F -13.31 5.09 5.40
As -9.51 7.44 2.08
F -9.52 8.21 0.41
F -11.18 6.81 1.68
F -9.61 6.71 3.70
F -7.90 8.00 2.49
F -10.20 8.93 2.87
F -8.75 5.91 1.35
*
```

Results
DFT total energy: -7686.52599 Eh
M: 980.700 Da
HOMO level (spin up / spin down): -17.84 / -17.83 eV